[1]
The molecule C16H16FNOS. Source: the Open Molecules 2025 dataset; level of theory: the ωB97M-V functional and the def2-TZVPD basis.

Last column: natural (NBO) charge in e.
Atoms and positions in Å:
O (2.898, 0.014, -2.592)  -0.62
C (2.406, 0.891, -1.915)  0.66
C (1.444, 1.917, -2.499)  -0.63
S (-0.030, 2.148, -1.455)  0.19
C (-0.706, 0.439, -1.552)  -0.53
C (-1.677, 0.208, -0.443)  -0.03
C (-1.232, 0.154, 0.874)  -0.21
C (-2.118, -0.065, 1.911)  -0.18
C (-3.469, -0.231, 1.656)  -0.29
C (-3.900, -0.166, 0.344)  0.41
F (-5.214, -0.323, 0.078)  -0.33
C (-3.031, 0.053, -0.708)  -0.28
N (2.661, 1.073, -0.605)  -0.62
C (3.422, 0.122, 0.182)  -0.27
C (2.492, -0.787, 0.946)  0.05
C (1.823, -1.805, 0.275)  -0.25
C (0.913, -2.603, 0.943)  -0.19
C (0.668, -2.398, 2.291)  -0.22
C (1.335, -1.391, 2.967)  -0.21
C (2.238, -0.584, 2.295)  -0.25
H (1.139, 1.608, -3.499)  0.24
H (1.924, 2.894, -2.554)  0.25
H (0.148, -0.234, -1.466)  0.23
H (-1.174, 0.326, -2.530)  0.22
H (-0.181, 0.284, 1.083)  0.22
H (-1.755, -0.108, 2.926)  0.22
H (-4.180, -0.404, 2.448)  0.23
H (-3.414, 0.098, -1.716)  0.23
H (2.113, 1.762, -0.108)  0.41
H (4.025, -0.454, -0.525)  0.24
H (4.079, 0.671, 0.862)  0.20
H (2.026, -1.967, -0.774)  0.23
H (0.396, -3.389, 0.413)  0.22
H (-0.041, -3.023, 2.813)  0.22
H (1.150, -1.229, 4.019)  0.21
H (2.753, 0.206, 2.825)  0.21

For the orbital gap, the calculation gives 9.46 eV. The SMILES is O=C(CSCc1cccc(F)c1)NCc1ccccc1. The energy above the lowest of the compared OMol25 structures with the same formula, charge and spin comes out at 0.0 kcal per mole. The largest force on an atom comes out at 0.6 eV/A. The total charge is 0. The HOMO energy is -8.827 eV. The energy comes out at -1247.378522 a.u.



[2]
A structure of composition C52H64N5O3P2STeTi. Source: the Open Molecules 2025 dataset; level of theory: the ωB97M-V functional and the def2-TZVPD basis.

Last column: Mulliken spin population.
Atoms and positions in Å:
Ti (0.093, -1.625, 1.458)  0.02
C (-5.977, -1.062, 3.599)  0.00
C (-4.729, -1.929, 3.621)  0.00
N (-3.617, -1.187, 4.174)  0.01
C (-2.310, -1.502, 3.875)  0.01
S (-1.109, -0.307, 4.250)  0.03
N (-2.106, -2.668, 3.330)  0.01
N (-0.774, -2.810, 2.963)  0.21
C (-0.128, -3.908, 3.315)  0.11
C (-0.810, -5.129, 3.856)  -0.02
C (1.273, -3.843, 3.167)  0.22
C (2.167, -4.876, 3.551)  -0.02
C (3.511, -4.633, 3.584)  0.07
C (3.993, -3.354, 3.219)  0.15
C (3.082, -2.431, 2.754)  -0.06
N (1.765, -2.639, 2.683)  0.17
H (-6.823, -1.618, 3.191)  0.00
H (-6.240, -0.723, 4.605)  0.00
H (-5.818, -0.185, 2.968)  0.00
H (-4.912, -2.834, 4.215)  0.00
H (-4.487, -2.267, 2.612)  0.00
H (-3.751, -0.208, 4.360)  0.00
H (-1.860, -4.903, 4.032)  0.00
H (-0.743, -5.951, 3.136)  0.01
H (-0.358, -5.467, 4.792)  0.00
H (1.772, -5.842, 3.838)  0.02
H (4.199, -5.414, 3.888)  0.01
H (5.047, -3.114, 3.231)  0.01
H (3.415, -1.466, 2.389)  0.00
C (2.035, 0.468, 5.741)  0.00
P (2.291, 0.977, 3.994)  0.00
C (4.135, 1.101, 4.013)  0.00
C (1.924, 2.793, 4.122)  0.00
C (0.417, 3.088, 4.069)  0.00
P (-0.316, 2.661, 2.415)  0.00
C (-2.041, 3.230, 2.726)  0.00
C (0.279, 4.119, 1.434)  0.00
H (2.548, 1.136, 6.443)  0.00
H (2.414, -0.549, 5.864)  0.00
H (0.967, 0.435, 5.955)  0.00
H (4.501, 1.733, 4.829)  0.00
H (4.478, 1.507, 3.059)  0.00
H (4.561, 0.101, 4.122)  0.00
H (2.431, 3.266, 3.273)  0.00
H (2.387, 3.204, 5.027)  0.00
H (0.210, 4.133, 4.330)  0.00
H (-0.109, 2.459, 4.795)  0.00
H (-2.119, 4.322, 2.730)  0.00
H (-2.359, 2.836, 3.693)  0.00
H (-2.685, 2.805, 1.957)  0.00
H (0.069, 5.077, 1.926)  0.00
H (1.352, 4.042, 1.247)  0.00
H (-0.215, 4.105, 0.459)  0.00
O (-0.276, -2.222, -1.825)  0.00
C (-0.266, -3.171, -1.064)  0.01
O (-0.066, -3.180, 0.211)  0.01
H (-0.465, -4.188, -1.462)  0.00
C (-0.182, 7.083, -3.808)  0.00
C (-0.266, 5.625, -3.439)  0.00
C (-1.390, 5.098, -2.832)  0.00
C (-1.486, 3.747, -2.486)  0.00
C (-2.768, 3.305, -1.830)  0.00
C (-0.410, 2.889, -2.754)  0.00
Te (-0.466, 0.815, -2.206)  0.00
N (-1.301, -0.733, 0.944)  0.00
C (-2.454, -0.175, 0.591)  0.00
O (-2.657, 1.032, 0.412)  0.00
C (-3.598, -1.139, 0.323)  0.00
C (-3.408, -2.517, 0.302)  0.01
C (-4.475, -3.366, 0.044)  0.00
C (-5.744, -2.848, -0.177)  0.00
C (-5.941, -1.473, -0.150)  0.00
C (-4.869, -0.624, 0.089)  0.00
C (-0.083, 0.146, -4.194)  0.00
C (1.046, -0.632, -4.478)  0.00
C (2.072, -1.021, -3.450)  0.00
C (1.249, -1.078, -5.787)  0.00
C (0.375, -0.775, -6.814)  0.00
C (0.607, -1.276, -8.216)  0.00
C (-0.744, -0.007, -6.513)  0.00
C (-0.994, 0.448, -5.224)  0.00
C (-2.243, 1.253, -4.981)  0.00
C (0.755, 3.422, -3.344)  0.00
C (1.974, 2.582, -3.613)  0.00
C (0.800, 4.768, -3.686)  0.00
H (-1.110, 7.602, -3.565)  0.00
H (0.008, 7.211, -4.876)  0.00
H (0.630, 7.579, -3.271)  0.00
H (-2.234, 5.749, -2.616)  0.00
H (-3.626, 3.647, -2.417)  0.00
H (-2.854, 3.741, -0.832)  0.00
H (-2.832, 2.230, -1.697)  0.00
H (-2.425, -2.913, 0.514)  -0.01
H (-4.315, -4.438, 0.034)  0.00
H (-6.579, -3.514, -0.368)  0.00
H (-6.931, -1.063, -0.318)  0.00
H (-4.990, 0.452, 0.107)  0.00
H (1.915, -0.519, -2.499)  0.00
H (3.078, -0.785, -3.807)  0.00
H (2.028, -2.093, -3.249)  0.00
H (2.128, -1.683, -5.995)  0.00
H (1.573, -1.776, -8.297)  0.00
H (0.588, -0.456, -8.937)  0.00
H (-0.165, -1.989, -8.513)  0.00
H (-1.451, 0.236, -7.302)  0.00
H (-2.890, 1.223, -5.859)  0.00
H (-2.008, 2.296, -4.762)  0.00
H (-2.790, 0.867, -4.120)  0.00
H (2.196, 1.929, -2.768)  0.00
H (2.840, 3.221, -3.801)  0.00
H (1.829, 1.937, -4.483)  0.00
H (1.704, 5.162, -4.143)  0.00
C (5.144, -2.991, -1.412)  0.00
C (4.057, -3.681, -0.831)  -0.01
C (3.032, -2.993, -0.244)  0.02
C (3.002, -1.571, -0.200)  0.00
C (1.913, -0.846, 0.401)  0.00
C (2.034, 0.527, 0.395)  0.01
C (3.145, 1.215, -0.144)  0.00
C (4.173, 0.523, -0.715)  0.00
C (4.122, -0.891, -0.759)  0.00
C (5.172, -1.628, -1.365)  -0.01
H (5.952, -3.542, -1.881)  0.00
H (4.040, -4.765, -0.839)  0.00
H (2.220, -3.535, 0.216)  0.00
H (1.231, 1.127, 0.813)  0.00
H (3.166, 2.301, -0.114)  0.00
H (5.029, 1.034, -1.147)  0.00
H (6.004, -1.078, -1.796)  0.00

For the orbital gap (alpha / beta), the calculation gives 4.08 / 5.78 eV. The spin multiplicity is 2. The expectation value of S² is 0.77. The energy above the lowest of the compared OMol25 structures with the same formula, charge and spin comes out at 9.9 kcal per mole. The largest force on an atom comes out at 0.9 eV/A. The total charge is -2. The HOMO energy (alpha / beta) is -0.281 / -1.979 eV. The energy comes out at -4717.937320 a.u.



[3]
The molecule C12H15NO. Source: the Open Molecules 2025 dataset; level of theory: the ωB97M-V functional and the def2-TZVPD basis.

Last column: natural (NBO) charge in e.
Atoms and positions in Å:
C (1.076, 0.655, -3.220)  -0.23
C (2.137, 1.184, -2.529)  -0.23
C (0.011, 0.053, -2.551)  -0.17
C (2.141, 1.006, -1.189)  -0.21
C (-0.143, 0.154, -1.119)  -0.14
C (1.040, 0.547, -0.472)  0.09
C (-1.646, -0.765, 0.812)  -0.49
C (-0.691, -1.805, 1.392)  -0.06
C (-1.343, -0.312, -0.625)  0.04
C (0.952, -0.069, 2.030)  0.42
C (-2.633, -0.178, -1.457)  -0.65
C (1.797, 0.382, 3.177)  -0.64
N (1.287, 0.504, 0.857)  -0.51
O (0.256, -1.292, 2.335)  -0.50
H (1.146, 0.574, -4.299)  0.21
H (3.014, 1.570, -2.940)  0.21
H (-0.713, -0.409, -3.166)  0.20
H (2.917, 1.388, -0.693)  0.18
H (-2.647, -1.193, 0.712)  0.22
H (-1.693, 0.111, 1.522)  0.23
H (-1.061, -2.597, 2.018)  0.20
H (-0.199, -2.471, 0.536)  0.17
H (-3.226, -1.062, -1.275)  0.21
H (-2.384, 0.069, -2.485)  0.22
H (-3.366, 0.654, -1.150)  0.21
H (2.187, 1.494, 2.865)  0.18
H (2.814, -0.038, 3.317)  0.21
H (1.395, 0.468, 4.155)  0.23
H (2.081, 1.196, 1.086)  0.41

For the orbital gap (alpha / beta), the calculation gives 5.58 / 7.03 eV. The energy above the lowest of the compared OMol25 structures with the same formula, charge and spin comes out at 137.7 kcal per mole. The largest force on an atom comes out at 4.3 eV/A. The total charge is 0. The HOMO energy (alpha / beta) is -5.562 / -6.362 eV. The energy comes out at -596.068166 a.u.



[4]
A cluster of 3 separate species, C9H24O3 in total. Source: the Open Molecules 2025 dataset; level of theory: the ωB97M-V functional and the def2-TZVPD basis.

Last column: natural (NBO) charge in e.
Atoms and positions in Å:
C (-25.973, -5.048, -6.463)  -0.63
C (-24.545, -5.059, -5.950)  0.09
C (-24.288, -3.942, -4.950)  -0.62
O (-24.251, -6.301, -5.317)  -0.75
H (-26.109, -4.277, -7.226)  0.20
H (-26.712, -4.921, -5.673)  0.21
H (-26.184, -6.010, -6.942)  0.21
H (-23.875, -4.897, -6.801)  0.16
H (-25.017, -3.960, -4.136)  0.21
H (-24.400, -2.965, -5.432)  0.20
H (-23.289, -4.013, -4.523)  0.21
H (-23.741, -6.839, -5.931)  0.49
C (-20.358, -5.148, -4.407)  -0.64
C (-20.332, -4.411, -5.738)  0.10
C (-19.166, -3.453, -5.856)  -0.62
O (-20.216, -5.358, -6.813)  -0.75
H (-20.251, -4.491, -3.542)  0.21
H (-19.517, -5.847, -4.380)  0.21
H (-21.285, -5.716, -4.302)  0.21
H (-21.282, -3.877, -5.866)  0.15
H (-19.151, -2.973, -6.833)  0.22
H (-18.225, -3.981, -5.694)  0.21
H (-19.251, -2.676, -5.093)  0.21
H (-21.009, -5.909, -6.811)  0.48
C (-22.206, -8.821, -9.214)  -0.64
C (-22.522, -7.388, -8.805)  0.10
C (-23.939, -7.001, -9.189)  -0.62
O (-22.385, -7.216, -7.375)  -0.76
H (-22.683, -9.066, -10.161)  0.22
H (-22.601, -9.502, -8.456)  0.21
H (-21.134, -8.982, -9.326)  0.22
H (-21.845, -6.692, -9.309)  0.18
H (-24.681, -7.623, -8.686)  0.21
H (-24.053, -7.094, -10.270)  0.21
H (-24.148, -5.960, -8.932)  0.22
H (-21.831, -7.930, -7.038)  0.48

For the orbital gap, the calculation gives 10.62 eV. The SMILES is CC(C)O.CC(C)O.CC(C)O. The energy above the lowest of the compared OMol25 structures with the same formula, charge and spin comes out at 0.8 kcal per mole. The largest force on an atom comes out at 0.6 eV/A. The total charge is 0. The HOMO energy is -9.906 eV. The energy comes out at -583.020857 a.u.



[5]
A cluster of 2 separate species, H4N2O2P in total. Source: the Open Molecules 2025 dataset; level of theory: the ωB97M-V functional and the def2-TZVPD basis.

Last column: natural (NBO) charge in e.
Atoms and positions in Å:
N (0.659, -1.283, 0.596)  -0.77
N (0.700, -1.160, -0.855)  -0.85
O (-1.654, 1.017, 0.195)  -1.04
O (2.568, 0.649, 0.074)  -1.16
P (1.093, 0.350, -0.012)  1.29
H (-2.230, 1.818, 0.484)  0.45
H (-0.341, -1.251, 0.963)  0.32
H (-0.101, -1.371, -1.511)  0.34
H (-0.693, 1.232, 0.065)  0.42

For the orbital gap, the calculation gives 7.34 eV. The energy above the lowest of the compared OMol25 structures with the same formula, charge and spin comes out at 108.6 kcal per mole. The largest force on an atom comes out at 3.3 eV/A. The total charge is -1. The HOMO energy is -3.325 eV. The energy comes out at -603.747485 a.u.



[6]
A cluster of 7 separate species, C7H28O7 in total. Source: the Open Molecules 2025 dataset; level of theory: the ωB97M-V functional and the def2-TZVPD basis.

Last column: natural (NBO) charge in e.
Atoms and positions in Å:
C (-4.710, -2.934, 1.236)  -0.25
O (-5.410, -1.720, 1.340)  -0.77
H (-5.425, -3.756, 1.237)  0.17
H (-4.289, -2.977, 0.231)  0.15
H (-3.821, -3.147, 1.831)  0.19
H (-6.317, -1.796, 1.035)  0.51
C (-8.151, -1.839, -0.876)  -0.25
O (-8.033, -1.477, 0.500)  -0.77
H (-9.050, -2.440, -1.016)  0.17
H (-8.262, -0.879, -1.379)  0.18
H (-7.374, -2.498, -1.264)  0.19
H (-8.591, -0.743, 0.767)  0.51
C (-11.462, -4.306, -2.141)  -0.26
O (-12.074, -5.409, -1.402)  -0.72
H (-10.749, -4.599, -2.911)  0.17
H (-12.182, -3.725, -2.717)  0.17
H (-10.879, -3.647, -1.497)  0.18
H (-12.177, -6.127, -2.031)  0.47
C (-7.009, 1.701, -2.641)  -0.25
O (-6.542, 1.980, -1.356)  -0.75
H (-8.070, 1.627, -2.879)  0.19
H (-6.544, 2.499, -3.221)  0.17
H (-6.589, 0.707, -2.796)  0.17
H (-5.656, 2.347, -1.390)  0.49
C (-11.308, -1.444, 1.770)  -0.25
O (-11.999, -1.428, 0.572)  -0.73
H (-10.952, -0.454, 2.053)  0.18
H (-12.026, -1.726, 2.540)  0.16
H (-10.495, -2.170, 1.744)  0.16
H (-12.508, -2.238, 0.498)  0.47
C (-6.869, -0.079, 3.688)  -0.25
O (-5.446, 0.030, 3.622)  -0.75
H (-7.426, 0.823, 3.942)  0.17
H (-7.253, -0.367, 2.709)  0.17
H (-7.241, -0.930, 4.258)  0.15
H (-5.185, -0.437, 2.824)  0.50
C (-7.721, 2.921, 1.623)  -0.25
O (-8.005, 1.666, 1.045)  -0.76
H (-8.354, 3.732, 1.264)  0.16
H (-7.834, 2.931, 2.707)  0.18
H (-6.677, 3.193, 1.466)  0.16
H (-7.549, 1.699, 0.201)  0.50

For the orbital gap, the calculation gives 9.83 eV. The SMILES is CO.CO.CO.CO.CO.CO.CO. The energy above the lowest of the compared OMol25 structures with the same formula, charge and spin comes out at 102.6 kcal per mole. The largest force on an atom comes out at 2.6 eV/A. The total charge is 0. The HOMO energy is -9.340 eV. The energy comes out at -810.007636 a.u.



Question: total charge of number 6 (C7H28O7)?
Answer: 0



Question: Which formula does entry 1 have?
Answer: C16H16FNOS



Question: Which formula does entry 6 have?
Answer: C7H28O7



Question: Which of these has the lowest total charge?
Answer: C52H64N5O3P2STeTi